{"formula": "C26H64Cl8N3O15P3", "method": "ωB97M-V/def2-TZVPD", "smiles": "COP(=O)(OC)OC.COP(=O)(OC)OC.COP(=O)(OC)OC.CNC(C)=O.CNC(C)=O.CNC(C)=O.ClCCCl.ClCCCl.ClCCCl.ClCCCl", "e_above_lowest_kj_mol": 635.4, "multiplicity": 1, "homo_ev": -9.1, "total_energy_ha": -7027.66145, "gap_ev": 9.22, "symbols": ["C", "P", "Cl", "Cl", "O", "C", "H", "Cl", "C", "H", "H", "H", "C", "H", "H", "C", "O", "O", "C", "H", "H", "C", "H", "H", "H", "H", "C", "Cl", "C", "H", "H", "C", "H", "P", "H", "H", "Cl", "H", "H", "H", "O", "C", "C", "H", "C", "N", "O", "C", "H", "C", "C", "P", "H", "H", "O", "H", "C", "H", "H", "H", "H", "O", "H", "H", "C", "H", "H", "Cl", "O", "H", "N", "H", "H", "C", "H", "H", "C", "O", "O", "H", "H", "O", "H", "H", "H", "H", "C", "H", "H", "N", "H", "C", "C", "H", "C", "H", "H", "Cl", "H", "H", "O", "H", "H", "Cl", "H", "H", "H", "H", "C", "H", "H", "C", "H", "O", "H", "O", "O", "H", "H"], "coordinates": [[9.974905, 23.026954, 2.208554], [12.704920, 21.374689, 0.343289], [5.976601, 14.618540, 6.927946], [6.003164, 23.490790, -0.074736], [12.849839, 19.956654, 1.084299], [2.860948, 18.644668, 3.610013], [3.858085, 23.942913, 0.755321], [-0.259050, 23.393325, 6.602885], [12.646358, 19.889031, 2.479159], [6.315633, 16.980869, 7.120541], [6.332945, 19.879019, 7.420040], [10.108891, 24.806796, 1.249786], [1.992480, 16.028955, 1.247695], [10.354246, 22.460121, 5.498707], [2.177925, 22.240390, 5.638626], [5.652782, 16.340115, 6.546095], [5.809347, 21.046886, 3.147642], [3.814131, 21.744964, 4.490902], [10.080063, 19.153414, 3.776092], [6.320187, 17.437261, 0.806628], [5.921666, 24.341346, 3.647369], [4.356762, 23.597957, 7.869900], [1.773818, 21.440868, 4.100323], [12.251508, 23.835346, 0.229396], [2.293966, 23.149384, 4.185089], [1.260813, 15.330707, 0.837162], [-0.217484, 21.999957, 8.997202], [3.042533, 22.221523, -1.442190], [12.048003, 23.973188, 1.292530], [5.298184, 19.581470, 6.021878], [12.071194, 18.983840, 2.699396], [4.889630, 14.137196, 2.865869], [7.082579, 24.768946, 4.849187], [4.238541, 20.870778, 3.227049], [7.576744, 21.033169, 2.090842], [4.741966, 24.181495, 8.713077], [3.535566, 16.408567, 8.326719], [6.652867, 19.472154, 2.230932], [3.555022, 16.138197, 5.990292], [1.574078, 16.496947, 2.134901], [8.295463, 18.450172, 6.299708], [5.094020, 17.563105, -1.040156], [6.602285, 20.548276, 2.074993], [0.932409, 23.742002, 8.592229], [4.194265, 16.708434, 6.662623], [10.626868, 24.011204, 1.575396], [3.505158, 21.205789, 1.996020], [5.165693, 24.211874, 5.656856], [4.084375, 22.591763, 8.191298], [3.492713, 14.759229, 2.749729], [2.445439, 22.146888, 4.587012], [8.417483, 19.781696, 5.689823], [6.197071, 23.111327, 7.145861], [10.377759, 19.916070, -0.073209], [12.745068, 20.891622, -1.177065], [6.582552, 23.010096, 4.621488], [6.365155, 17.289764, -0.268915], [5.650732, 14.873184, 2.606738], [4.325423, 16.878760, -0.679978], [6.254637, 20.773076, 1.063270], [4.020826, 17.759412, 6.438158], [4.165474, 24.859316, 5.406405], [12.499919, 24.937450, 1.542976], [9.671650, 22.671788, 7.047225], [3.764852, 21.857198, 0.166369], [7.921892, 22.623391, 1.673520], [9.380046, 20.832498, 0.952447], [4.581837, 19.206894, -0.777935], [4.089877, 19.359718, 3.796237], [8.640071, 22.470891, 5.571137], [5.348481, 23.530414, 6.810756], [3.483412, 24.172269, 7.569768], [9.612384, 21.328605, -0.747213], [6.282901, 24.057841, 4.633890], [8.151056, 22.827002, 3.352611], [10.869314, 19.634586, 4.355700], [-0.075357, 23.384807, 8.374578], [11.165073, 21.787001, 0.570283], [9.474853, 20.735292, 6.399749], [5.168959, 17.390661, -2.111768], [2.172041, 16.833680, 0.533268], [10.459920, 21.931483, 2.491449], [10.266128, 19.348149, 2.721605], [12.260201, 22.845345, -1.831894], [-0.728280, 24.148594, 8.790922], [13.561471, 19.734470, 3.057414], [5.981576, 20.300489, 6.475652], [5.902320, 16.520630, 5.498608], [12.575045, 23.249015, 1.904323], [3.230523, 15.352990, 1.566102], [0.059006, 22.023024, 10.048256], [10.106663, 20.953172, 0.147687], [8.500536, 23.203670, 2.388884], [13.083424, 21.764402, -2.988640], [12.343804, 21.823642, -2.189883], [4.425015, 20.995448, 0.121055], [2.377284, 18.549256, 4.582092], [0.779914, 20.809817, 8.134889], [-1.230168, 21.611384, 8.911413], [12.087703, 20.710401, 2.928537], [13.653221, 22.440545, 0.679360], [3.844825, 15.129511, 0.802208], [11.435919, 21.434974, -2.651686], [7.755025, 18.256685, -0.833005], [2.118846, 19.159564, 2.990836], [6.677845, 16.253884, -0.416427], [8.190572, 24.251674, 2.403887], [3.125767, 17.742265, 3.064004], [4.467359, 23.046556, 0.781498], [5.095369, 13.854168, 3.895873], [4.896022, 13.236717, 2.251315], [9.516870, 22.121479, 6.118290], [5.356089, 21.155521, 6.711334], [2.738188, 14.816862, 3.704392], [4.777541, 22.755123, 1.782527], [8.822182, 19.708246, 4.143656], [7.064494, 20.588152, 5.605540], [10.098071, 18.067875, 3.896958], [2.882328, 21.605480, 0.749429]], "forces_ev_per_angstrom": [[-0.7, -1.0, 0.2], [-0.6, -1.4, -0.7], [-0.1, 0.4, -0.1], [-0.2, -0.1, -0.2], [0.2, 1.0, -1.0], [-0.4, 0.3, -0.3], [-0.1, 0.0, 0.2], [-0.2, 0.1, 0.1], [0.1, -0.9, 1.6], [0.0, -0.2, 0.3], [0.1, 0.0, -0.1], [-0.2, 0.0, 0.2], [-0.3, 0.0, -0.1], [0.2, -0.9, -0.2], [0.2, -0.4, 0.0], [-0.2, 0.3, -0.5], [-1.1, 1.0, 0.4], [0.9, -0.1, -0.6], [0.1, -0.1, -0.1], [-0.5, 0.3, 0.0], [-0.3, -0.1, 0.0], [0.0, 0.6, 0.4], [0.0, 0.0, 0.0], [-0.4, 0.1, 0.4], [0.2, -0.1, -0.3], [-0.1, 0.1, 0.0], [-0.8, 0.2, -0.5], [0.5, 0.3, -1.0], [-0.7, 2.2, 0.6], [0.3, -0.1, -0.2], [0.3, 0.1, -0.5], [-0.7, 0.1, 0.2], [0.3, -0.3, 0.2], [0.3, -1.1, 1.9], [-0.2, -0.7, 0.7], [0.1, -0.3, 0.1], [0.2, 0.2, -0.4], [0.4, 0.0, -0.3], [0.2, -0.2, 0.0], [0.0, -0.2, 0.1], [0.2, 0.6, 0.3], [0.2, -0.6, 0.3], [0.3, -0.7, -0.6], [0.1, -0.1, -0.2], [-0.5, -0.4, 0.6], [0.3, 0.5, 0.5], [0.1, -3.3, 6.7], [0.6, 0.0, -1.2], [-0.1, 0.1, 0.1], [0.7, 0.2, 1.3], [-0.7, 0.6, 0.4], [0.1, -1.3, -0.6], [0.4, 0.1, -0.9], [0.6, 0.1, -0.1], [0.2, -0.1, 0.5], [0.3, 0.2, 0.0], [0.7, -0.8, -0.3], [0.0, -0.2, -0.5], [-0.1, 0.1, 0.1], [-0.7, 0.0, 0.3], [0.3, 0.1, 0.1], [-0.2, -0.1, 0.3], [-0.2, 0.2, 0.1], [-0.5, -0.2, 0.2], [-0.8, 1.5, -2.7], [0.3, 0.6, -0.4], [0.1, 0.4, -0.1], [-0.4, -0.3, -0.3], [0.2, 1.0, -0.9], [-0.2, -0.1, 0.4], [-1.0, 0.2, 1.2], [0.0, -0.3, -0.5], [0.1, 0.3, 0.0], [-0.5, 0.2, 0.3], [0.6, -0.2, 0.0], [0.0, -0.2, 0.0], [0.9, 0.1, 0.3], [2.3, -1.2, -3.7], [-0.1, -0.4, -0.2], [0.4, 0.0, 0.0], [0.1, -0.1, -0.1], [-0.7, 1.5, 3.6], [-0.5, 0.3, 0.2], [-0.1, 0.0, 0.0], [-0.4, -0.4, 0.0], [0.4, 0.3, -0.5], [-0.7, -1.0, 0.9], [0.2, -0.2, 0.0], [-0.9, 0.5, 0.1], [0.2, 0.2, -0.6], [0.2, 0.0, 0.0], [-0.6, -1.2, -0.3], [-0.7, 0.8, 0.8], [0.2, 0.2, 0.2], [0.3, -0.8, -0.7], [-0.4, 0.9, -0.3], [0.2, -0.7, 0.0], [0.4, -0.1, 0.2], [-0.1, 0.2, 0.1], [0.2, 0.2, -0.6], [1.3, -2.2, -0.7], [0.0, 0.0, 0.0], [-0.3, 0.4, 0.3], [0.0, 0.2, -0.1], [0.4, 0.3, -0.2], [-0.1, 0.0, -0.1], [-0.1, 0.0, -0.5], [-0.2, -0.3, 0.6], [0.4, 0.2, -0.5], [-0.3, -0.1, 0.0], [0.5, 0.1, -0.2], [0.4, 1.3, -0.3], [0.5, 0.4, -0.4], [-0.2, 0.0, -0.2], [0.0, 0.8, -0.4], [-0.6, 0.5, 0.5], [0.2, 0.8, -0.2], [-0.1, 0.0, 0.4], [-0.1, 0.9, -2.5]]}